Record 1
{"formula": "C7H9N3", "method": "wB97M-V/def2-TZVPD", "relative_energy_kcal_mol": 49.3, "largest_force_ev_per_a": 7.33, "s_squared": 2.02, "lumo_energy_ha": [0.02345, -0.04176], "homo_lumo_gap_ev": [5.9, 7.3], "total_charge": 0, "energy_ha": -436.1701, "multiplicity": 3, "symbols": ["C", "C", "C", "C", "C", "C", "C", "N", "N", "N", "H", "H", "H", "H", "H", "H", "H", "H", "H"], "xyz": [[1.082673, -1.898855, -0.370712], [-0.978725, -1.342430, -0.132996], [0.231903, 0.097394, 0.168726], [-2.314238, -0.860564, -0.178159], [-0.417791, 1.437766, 0.093607], [-1.963444, 1.469729, 0.573356], [2.740244, -0.035416, -0.058383], [-0.156040, -2.306180, -0.454487], [-2.730137, 0.345777, 0.029584], [1.363550, -0.568140, -0.047989], [1.770942, -2.642093, -0.402417], [-3.031720, -1.522094, -0.650261], [0.234148, 2.086743, 0.599658], [-0.639392, 1.544953, -0.941450], [-1.901696, 1.415479, 1.743752], [-2.410492, 2.323099, 0.310563], [3.451119, -0.723975, -0.528082], [2.663140, 0.916012, -0.667670], [3.005950, 0.262786, 0.913363]], "forces_ev_per_a": [[-2.09, 1.71, 0.53], [0.98, 6.31, 1.24], [-5.71, -2.19, 0.90], [1.57, -1.97, -1.05], [-0.75, -2.08, -0.10], [3.50, -5.59, 3.21], [-1.58, 1.10, -1.99], [0.41, -1.22, -0.23], [-0.45, 1.99, 0.82], [1.78, -1.90, -0.97], [2.75, -1.55, -0.38], [-0.32, -0.27, 0.23], [0.44, 1.91, 0.12], [0.70, 1.19, -1.37], [-0.49, 0.02, -1.96], [-1.53, 3.31, -1.11], [-0.33, 0.12, 0.27], [0.49, -1.01, 0.46], [0.63, 0.12, 1.37]], "mulliken_charge": [-0.06, 0.46, 0.16, -0.29, -0.68, -0.58, -0.92, -0.66, -0.59, -0.03, 0.50, 0.38, 0.44, 0.26, 0.25, 0.42, 0.33, 0.31, 0.33]}


Record 2
{"formula": "C3H6N3", "method": "wB97M-V/def2-TZVPD", "relative_energy_kcal_mol": 239.6, "largest_force_ev_per_a": 6.11, "lumo_energy_ha": [-0.23683, -0.24769], "homo_lumo_gap_ev": [7.3, 5.3], "total_charge": 1, "energy_ha": -281.5360, "multiplicity": 1, "symbols": ["C", "C", "C", "N", "N", "N", "H", "H", "H", "H", "H", "H"], "xyz": [[-1.949345, 0.547383, 2.006109], [-0.583089, 0.700797, -0.248923], [1.507655, -0.049854, -1.076912], [2.855805, -2.065490, -1.074392], [2.361677, -0.988907, -1.268964], [0.245258, -0.250852, -0.468574], [-2.874667, 0.906606, 1.830849], [-1.311663, 1.097146, 2.625070], [-0.410411, 1.585213, -0.807935], [1.535608, 0.963799, -1.533327], [2.891609, -2.671720, -1.847225], [-0.075068, -1.197507, -0.054584]], "forces_ev_per_a": [[3.05, -1.05, -2.30], [-1.11, -1.26, 2.05], [1.47, -1.35, -1.53], [0.43, -2.31, 2.73], [-2.25, 5.52, -1.36], [-2.23, -1.92, 2.32], [-3.30, 0.74, -0.92], [1.36, 0.46, 0.97], [0.07, 1.30, -0.08], [0.70, -0.95, 0.32], [0.40, -0.91, -1.47], [1.41, 1.72, -0.73]], "mulliken_charge": [-0.33, -0.12, 0.08, -0.70, 0.38, -0.17, 0.37, 0.37, 0.28, 0.20, 0.30, 0.34]}